Computed, not measured: C50H24Cl4F5N4Tl as an isolated structure in a non-equilibrium geometry, with wB97M-V/def2-TZVPD.

```
88
C50H24Cl4F5N4Tl, DFT wB97M-V/def2-TZVPD
Tl 0.069 0.089 -0.044
Cl -3.823 6.121 -6.357
Cl 0.554 -6.879 -6.398
Cl -1.760 -6.390 6.783
Cl 1.404 6.771 6.390
F 5.019 -2.571 -0.376
F 2.371 -2.360 -0.427
F 6.570 -0.383 0.074
F 5.398 2.041 0.470
F 2.741 2.281 0.426
N -0.422 0.031 -2.180
N -0.596 -2.019 0.010
N -0.537 0.148 2.052
N -0.490 2.226 -0.117
C -0.096 3.004 0.954
C -1.131 -3.269 3.544
C -0.920 -2.252 2.471
C 3.248 1.047 0.218
C -0.937 -4.127 0.739
C -0.079 -3.528 -3.406
C 4.438 -1.372 -0.176
C -2.962 5.057 -5.256
C -2.259 2.860 -4.609
C -0.275 -2.428 -2.418
C -2.607 -4.492 5.037
C -0.740 -4.177 -0.635
C 1.324 -5.263 -4.356
C -0.347 1.280 2.817
C -1.082 -3.883 -4.304
C -2.336 5.570 -4.135
C -1.517 -5.184 5.533
C 1.806 4.467 5.009
C -1.493 3.341 -3.512
C -1.639 4.733 -3.281
C -0.239 -4.943 5.061
C -0.352 2.955 -1.273
C -0.235 0.621 -4.355
C -0.832 -2.768 1.129
C -0.752 2.455 -2.617
C -0.526 -2.850 -1.079
C -0.559 4.701 3.578
C 0.261 3.598 3.346
C -0.221 -1.119 -2.917
C -2.951 3.691 -5.473
C -0.220 5.674 4.509
C 1.120 -4.236 -3.443
C 1.449 3.504 4.072
C 0.164 4.212 -0.930
C 5.232 -0.267 0.050
C 2.412 -0.023 0.000
C 0.308 -5.586 -5.239
C -0.058 -3.988 4.069
C -0.489 0.891 4.203
C 4.630 0.957 0.250
C -0.095 2.560 2.335
C 0.314 4.246 0.465
C -0.769 -0.929 2.873
C -0.500 1.111 -3.019
C 0.963 5.544 5.216
C -0.062 -0.732 -4.290
C 3.063 -1.223 -0.195
C -0.759 -0.443 4.238
C -2.403 -3.540 4.044
C -0.898 -4.908 -5.225
H -0.410 1.565 5.043
H -0.126 1.244 -5.229
H -0.866 6.524 4.689
H -3.246 -2.990 3.642
H -1.681 -5.181 -5.919
H 1.901 -3.974 -2.737
H -3.598 -4.699 5.419
H -0.755 -5.055 -1.265
H 0.172 -1.404 -5.103
H -2.364 1.798 -4.751
H 0.600 -5.494 5.466
H -1.211 5.164 -2.392
H -3.519 3.271 -6.294
H 2.101 2.658 3.888
H 0.935 -3.789 3.684
H 2.732 4.391 5.563
H 0.703 5.066 1.052
H 2.260 -5.804 -4.385
H -1.480 4.791 3.013
H -0.933 -1.053 5.112
H 0.449 4.991 -1.619
H -2.021 -3.343 -4.279
H -2.403 6.630 -3.921
H -1.131 -4.958 1.402
```

Summary:
E_HOMO (spin up / spin down) (eV): -0.4 / -0.6
Total energy (eV): -126571.5914
Energy above the lowest of the compared OMol25 structures with the same formula, charge and spin (kcal per mole): 18.0
Net charge: -2

***

Computed, not measured: C50H28N11Ta as an isolated structure in a non-equilibrium geometry, with wB97M-V/def2-TZVPD.

```
90
C50H28N11Ta, DFT wB97M-V/def2-TZVPD
Ta -0.022 -0.262 -0.220
N -1.816 -1.229 -0.816
N -1.037 -3.489 -0.939
N -1.087 1.391 -1.106
N 2.083 -0.545 1.218
N 0.826 -1.994 -1.119
N -1.264 -1.089 1.814
N -3.341 0.607 -0.882
N 0.764 2.900 -1.343
N 3.023 -1.201 -1.652
N 0.053 1.101 1.262
N 1.558 0.654 -1.296
C 3.359 -5.569 -2.584
C 3.812 1.090 -1.450
C 1.042 -5.582 -1.865
C -2.780 2.886 -1.527
C 5.197 1.023 -1.502
C 0.215 -3.226 -1.203
C -3.012 -2.320 2.880
C -5.362 -4.102 -0.124
C -1.971 -2.593 -0.747
C -3.019 0.079 3.024
C 3.640 1.122 2.064
C -6.061 -2.896 -0.096
C -0.515 2.616 -1.371
C -3.618 -1.166 3.306
C 3.830 2.444 2.515
C -3.351 -2.918 -0.507
C -1.825 0.065 2.258
C 4.376 -1.113 1.589
C 1.731 2.021 -1.274
C 2.361 -3.527 -1.913
C -4.054 -1.692 -0.486
C 2.761 3.293 2.611
C -3.068 -0.660 -0.714
C -1.153 1.286 1.940
C -3.994 -4.134 -0.330
C -3.538 1.322 3.444
C 3.056 -1.432 1.237
C 1.154 -4.213 -1.663
C -3.948 4.846 -2.164
C -2.738 5.522 -2.318
C -2.922 2.485 3.070
C 2.119 -2.148 -1.572
C 4.671 0.165 1.985
C -5.427 -1.677 -0.283
C -2.449 1.532 -1.156
C 2.165 -6.247 -2.333
C -1.741 2.478 2.313
C 3.480 -4.203 -2.380
C -1.554 3.574 -1.665
C 2.792 0.072 -1.470
C 1.472 2.882 2.249
C 3.858 3.512 -1.207
C 5.899 2.211 -1.385
C 3.143 2.327 -1.302
C 2.346 0.713 1.652
C -3.989 3.520 -1.764
C -1.824 -2.235 2.144
C -1.522 4.906 -2.059
C 5.240 3.432 -1.242
C 1.248 1.621 1.735
H -4.873 5.366 -2.362
H -3.435 -3.289 3.091
H -2.753 6.547 -2.652
H -3.334 3.437 3.368
H 4.821 2.761 2.796
H 0.656 3.577 2.360
H 5.137 -1.874 1.536
H 2.115 -7.310 -2.508
H -3.443 -5.059 -0.349
H -5.983 -0.754 -0.279
H -5.901 -5.028 0.004
H -1.325 -3.132 1.805
H 0.118 -6.093 -1.656
H 5.696 0.075 -1.625
H 3.353 4.457 -1.094
H -1.310 3.421 2.017
H 2.804 -2.447 0.950
H -4.918 2.982 -1.655
H -4.545 -1.193 3.858
H 5.825 4.337 -1.170
H 2.894 4.300 2.976
H -0.588 5.434 -2.166
H -4.424 1.337 4.057
H 6.979 2.196 -1.405
H 5.674 0.445 2.261
H -7.127 -2.921 0.069
H 4.212 -6.128 -2.936
H 4.401 -3.678 -2.571
```

Summary:
E_HOMO (spin up / spin down) (eV): -11.7 / -11.7
Total energy (eV): -70240.6054
Energy above the lowest of the compared OMol25 structures with the same formula, charge and spin (kcal per mole): 16.5
Net charge: +2

***

Computed, not measured: C50H30F15GeN5NiP2S2 as an isolated structure in a non-equilibrium geometry, with wB97M-V/def2-TZVPD.

```
106
C50H30F15GeN5NiP2S2, DFT wB97M-V/def2-TZVPD
Ge 3.085 1.523 0.908
Ni -1.085 0.922 0.862
S 1.072 2.102 1.264
S -1.623 0.007 2.947
P -0.794 -1.403 0.013
P -3.425 -0.651 -0.090
F 4.419 6.445 1.784
F 6.100 4.700 -2.289
F 6.270 -0.088 5.952
F 4.413 -1.506 1.177
F 3.462 -0.314 -4.045
F 5.741 6.829 -0.578
F 3.410 4.000 2.356
F 5.106 2.268 -1.615
F 6.114 1.166 1.433
F 4.671 -2.726 -3.366
F 5.200 -3.179 -0.727
F 7.545 0.485 3.631
F 2.607 1.345 -2.094
F 2.126 0.536 3.797
F 3.507 -0.178 5.999
N -2.063 2.551 1.627
N -1.083 2.359 -0.847
N -2.367 -1.956 0.341
N -2.706 2.482 2.804
N -3.208 1.207 4.632
C -0.488 3.293 -2.967
C -1.208 -3.195 -2.116
C 2.149 -3.816 2.541
C 4.092 0.955 2.585
C 3.473 0.538 3.745
C -0.568 -2.036 -1.654
C 3.483 -0.004 -0.392
C 4.885 3.307 -0.803
C -1.521 4.667 -1.305
C 3.695 -0.635 -2.767
C -4.149 -0.717 -4.671
C 0.480 -1.709 -3.810
C -3.273 0.271 -2.674
C -2.106 3.612 0.911
C 4.609 5.433 0.951
C 4.121 -1.200 -0.105
C 5.572 0.205 4.866
C -2.536 1.348 3.453
C -1.545 3.541 -0.434
C 4.307 -1.833 -2.422
C 6.213 0.496 3.663
C 0.258 -1.325 -2.507
C 5.460 4.529 -1.123
C 1.618 -4.380 1.382
C 4.132 3.106 0.336
C -7.768 -1.356 1.298
C -0.515 2.246 -2.057
C 0.955 -1.783 2.077
C -2.692 -3.094 1.219
C 5.471 0.880 2.574
C 0.366 -2.370 0.957
C 1.808 -2.532 2.920
C 3.268 0.202 -1.734
C 5.289 5.615 -0.248
C -0.187 -2.855 -4.282
C -7.091 -0.204 1.579
C -1.011 4.530 -2.588
C -3.636 -0.827 -1.895
C -4.541 -1.832 -3.933
C 4.548 -2.088 -1.089
C 0.730 -3.662 0.597
C -3.504 0.308 -4.026
C -5.740 -2.282 0.382
C -4.273 -1.890 -2.567
C -1.027 -3.576 -3.454
C 4.185 0.171 4.876
C -7.075 -2.448 0.759
C 4.053 4.192 1.210
C -5.780 -0.023 1.187
C -5.104 -1.040 0.574
H -3.145 1.151 -4.608
H 0.786 -0.767 2.324
H -0.075 -3.157 -5.286
H -2.125 -3.037 2.153
H -1.908 5.592 -0.918
H 0.704 -0.427 -2.092
H -0.970 5.385 -3.255
H 1.902 -5.383 1.121
H -2.805 1.114 -2.166
H -8.794 -1.462 1.551
H 0.313 -4.116 -0.290
H -7.602 -3.400 0.587
H -2.592 4.513 1.274
H -5.045 -2.657 -4.414
H -4.367 -0.679 -5.740
H -5.249 0.872 1.435
H 2.824 -4.375 3.173
H -4.575 -2.780 -2.048
H -7.560 0.647 2.035
H -3.513 2.081 5.018
H -0.084 1.285 -2.302
H 1.132 -1.163 -4.488
H -2.423 -4.045 0.789
H -0.034 3.167 -3.932
H -1.883 -3.773 -1.504
H -3.757 -3.066 1.501
H -5.198 -3.114 -0.016
H 2.124 -2.083 3.822
H -1.548 -4.445 -3.867
H -2.911 0.456 5.246
```

Summary:
Expectation value of S²: 2.01
Spin multiplicity: 3
E_HOMO (spin up / spin down) (eV): -7.9 / -7.9
Total energy (eV): -238356.5660
Energy above the lowest of the compared OMol25 structures with the same formula, charge and spin (kcal per mole): 0.0

***

Computed, not measured: C50H35Br2N6O2Re as an isolated structure in a non-equilibrium geometry, with wB97M-V/def2-TZVPD.

```
96
C50H35Br2N6O2Re, DFT wB97M-V/def2-TZVPD
Re -0.242 0.188 0.158
Br -1.820 -0.434 3.607
Br 1.209 0.391 3.197
O 0.640 -0.748 -1.094
O 1.725 -2.836 2.695
N 2.938 -0.584 -1.223
N 1.012 1.866 0.157
N 1.969 -4.140 -1.524
N 0.887 -2.042 0.749
N -1.486 -1.382 -0.263
N -1.966 1.165 0.462
C 6.700 1.947 2.145
C -1.991 7.575 0.164
C -5.851 -1.703 -0.249
C 4.888 2.745 3.504
C -7.712 -1.735 1.272
C 2.025 -4.769 -0.309
C -3.364 2.932 0.557
C 4.419 1.632 1.414
C -1.580 6.938 -0.997
C 1.681 -1.435 -5.251
C -5.078 -1.051 0.709
C 0.003 -0.858 4.032
C 2.117 -1.662 -3.951
C -1.713 5.527 1.392
C 3.697 -0.100 -0.160
C 4.007 -2.326 -0.164
C 0.113 -2.896 -3.513
C -6.943 -1.087 2.230
C 3.981 2.288 2.564
C 2.610 -4.809 -2.657
C 1.769 -2.709 -1.647
C -2.802 -1.689 0.025
C -2.029 2.553 0.450
C 2.354 2.055 0.104
C 0.661 -2.172 -0.642
C -2.054 6.870 1.358
C 0.458 -1.923 -5.679
C -1.291 4.889 0.230
C -2.933 -3.119 -0.177
C 4.480 -1.220 0.418
C 1.330 -2.384 -3.068
C 2.979 -1.869 -1.138
C -0.327 -2.664 -4.805
C -3.668 -0.715 0.422
C 1.811 -4.336 0.942
C 5.790 1.482 1.206
C -0.837 -2.469 -0.645
C -4.132 1.767 0.608
C 1.458 4.115 -0.031
C -3.265 0.687 0.525
C -0.919 3.444 0.267
C -7.168 -2.038 0.033
C 2.636 3.444 -0.030
C 6.250 2.572 3.298
C -5.634 -0.735 1.948
C 1.475 -3.008 1.498
C -1.224 5.597 -0.966
C -1.719 -3.599 -0.582
C 0.412 3.149 0.106
C 3.472 1.111 0.391
H 2.830 -5.836 -2.380
H 7.761 1.827 1.969
H -0.904 5.094 -1.870
H 5.166 -1.155 1.246
H 3.552 -4.320 -2.927
H 3.069 -1.263 -3.634
H -2.369 7.367 2.266
H -7.365 -0.855 3.199
H 2.923 2.451 2.729
H -5.206 1.698 0.666
H -8.737 -2.001 1.491
H 0.122 -1.742 -6.692
H -7.768 -2.533 -0.719
H -5.033 -0.233 2.696
H 0.130 -0.775 5.103
H -3.724 3.946 0.572
H 1.976 -5.067 1.720
H 6.141 1.014 0.295
H 1.965 -4.814 -3.532
H -5.427 -1.924 -1.220
H -3.835 -3.687 -0.020
H -0.482 -3.520 -2.857
H 6.960 2.933 4.030
H -1.274 -3.072 -5.134
H -1.455 -4.620 -0.803
H 1.311 5.180 -0.085
H -1.762 4.974 2.322
H -1.535 7.483 -1.931
H 2.307 -0.871 -5.930
H 3.630 3.857 -0.082
H -2.263 8.622 0.139
H 4.255 -3.346 0.074
H 2.306 -5.811 -0.412
H 4.532 3.239 4.398
H 0.285 -1.829 3.638
```

Summary:
Expectation value of S²: 3.77
Spin multiplicity: 4
E_HOMO (spin up / spin down) (eV): -10.2 / -10.2
Total energy (eV): -207659.5314
Energy above the lowest of the compared OMol25 structures with the same formula, charge and spin (kcal per mole): 161.5
Net charge: +1

***

Computed, not measured: C50H35BrF4N5P2Tc as an isolated structure, with wB97M-V/def2-TZVPD.

```
98
C50H35BrF4N5P2Tc, DFT wB97M-V/def2-TZVPD
Tc -0.544 0.063 -0.274
Br -2.018 2.107 0.463
P 1.430 3.133 0.741
P -1.873 -1.045 1.538
F -6.042 0.041 4.350
F -6.100 2.617 3.538
F -4.272 3.520 1.763
F -4.197 -1.633 3.410
N -0.164 -1.912 -2.440
N 0.393 -1.361 -1.309
N 1.201 -0.310 0.881
N -3.872 -0.480 -3.099
N -1.946 -0.517 -1.802
C -3.239 0.044 2.058
C 2.724 -0.140 2.717
C 3.121 3.593 0.874
C -0.441 -0.867 5.333
C 3.566 -1.076 2.140
C -0.246 -2.201 5.678
C -3.553 -4.757 -0.573
C -1.604 -2.884 -4.702
C -0.919 -0.546 4.073
C -4.249 2.253 2.155
C 0.001 4.185 2.833
C -3.388 -1.418 -4.024
C -3.634 -2.740 -5.987
C -4.439 -3.780 -0.138
C 4.068 2.962 0.039
C -5.158 0.476 3.479
C -5.189 1.799 3.066
C 3.528 4.580 1.791
C 1.554 0.206 2.065
C -1.208 -1.555 3.149
C 0.382 4.373 1.503
C -3.296 1.379 1.673
C -1.017 -2.886 3.501
C 1.543 -1.793 -0.925
C 4.846 4.986 1.806
C -1.712 -3.461 0.262
C -2.361 -3.279 -5.781
C 5.379 3.385 0.060
C 1.508 3.772 -1.876
C -3.969 -2.642 0.504
C -2.187 -4.594 -0.380
C -0.536 -3.204 4.766
C 0.620 2.535 -3.709
C -0.747 5.157 3.480
C -0.003 5.523 0.810
C 2.029 -1.230 0.319
C 0.211 1.536 -2.835
C -3.163 -0.087 -2.066
C -1.107 6.315 2.801
C 3.205 -1.634 0.923
C 5.765 4.402 0.936
C -0.741 6.493 1.471
C 0.380 1.624 -1.445
C -2.603 -2.487 0.726
C -4.193 -0.380 2.976
C 1.262 3.667 -3.231
C 1.041 2.787 -0.985
C -4.153 -1.804 -5.115
C -1.363 -1.470 -2.659
C -2.116 -1.942 -3.803
H -5.136 -1.378 -5.279
H 4.476 -1.380 2.639
H 0.298 3.288 3.367
H -4.796 -0.093 -3.237
H -0.236 -0.085 6.053
H -1.028 7.394 0.945
H -1.495 -5.352 -0.726
H 3.762 2.164 -0.627
H 3.820 -2.380 0.437
H 6.107 2.934 -0.601
H 0.445 2.419 -4.771
H 2.076 4.617 -1.504
H 2.068 -2.546 -1.502
H -1.265 -3.683 2.810
H 5.164 5.761 2.490
H -1.674 7.085 3.309
H 1.586 4.448 -3.905
H -1.111 0.495 3.822
H 0.859 0.901 2.511
H 0.113 -2.455 6.667
H -0.614 -3.286 -4.535
H -0.223 0.651 -3.277
H -1.042 5.017 4.512
H -0.644 -3.338 0.415
H -4.222 -3.056 -6.837
H -3.620 0.634 -1.400
H 2.809 5.036 2.459
H -3.929 -5.648 -1.059
H -1.968 -4.008 -6.477
H 2.957 0.316 3.670
H -4.673 -1.887 0.832
H 0.264 5.666 -0.230
H -0.406 -4.242 5.044
H 6.795 4.736 0.945
H -5.504 -3.910 -0.283
```

Summary:
Expectation value of S²: 3.79
Spin multiplicity: 4
E_HOMO (spin up / spin down) (eV): -15.5 / -15.8
Total energy (eV): -161533.1828
Energy above the lowest of the compared OMol25 structures with the same formula, charge and spin (kcal per mole): 0.0
Net charge: +3

***

total energy of number 4 (C50H35Br2N6O2Re)?
-207659.5314 eV